# 1
{"formula": "C6H5BrClIN2O2", "method": "wB97M-V/def2-TZVPD", "de_lowest_kcal_mol": 29.5, "smiles": "O=[N+]([O-])/C(Br)=C/C=C(Cl)\\C=C/NI", "orbital_gap_ev": [7.54, 7.54], "fmax_ev_per_a": 3.71, "e_lumo_ev": [-0.70, -0.70], "elements": ["C", "O", "H", "Br", "H", "H", "C", "I", "C", "H", "C", "N", "O", "Cl", "H", "C", "C", "N"], "positions_angstrom": [[-1.797, -0.270, 0.127], [2.017, 1.439, -0.537], [-2.739, 0.088, 0.532], [0.809, -0.223, 2.792], [0.212, 2.294, -0.990], [1.888, -1.297, -0.509], [-1.359, -1.511, -0.075], [-0.536, 0.780, -2.769], [1.014, -1.126, 0.029], [-1.037, 1.533, 0.977], [1.021, 0.085, 0.979], [-0.565, 1.583, -1.031], [2.366, 1.720, 1.634], [-2.416, -2.785, -0.290], [0.147, -2.613, -1.166], [-0.044, -1.774, -0.473], [-0.856, 0.919, 0.117], [1.875, 1.157, 0.654]]}

# 2
{"formula": "C6H5Cl2F2NO5", "method": "wB97M-V/def2-TZVPD", "smiles": "O=C1OC[C@H](N(C(=O)F)C(=O)F)O1.ClCCl", "orbital_gap_ev": 11.60, "fmax_ev_per_a": 3.85, "e_lumo_ev": 0.28, "elements": ["C", "H", "C", "C", "O", "F", "O", "H", "H", "Cl", "O", "O", "C", "Cl", "F", "H", "O", "C", "N", "H", "C"], "positions_angstrom": [[3.877, -1.375, -1.713], [3.764, -0.824, -2.641], [-1.403, 0.941, 0.559], [-2.630, 0.423, -0.282], [-3.403, -0.230, 0.749], [-0.225, -1.783, -0.602], [1.005, 2.357, -0.374], [4.622, -0.897, -1.085], [-3.256, 1.248, -0.669], [2.325, -1.383, -0.856], [0.620, -1.265, 1.311], [-3.840, 0.857, 2.662], [0.162, -0.878, 0.333], [4.409, -3.016, -2.082], [1.832, 1.183, 1.206], [-1.462, 2.041, 0.524], [-1.684, 0.572, 1.915], [-3.083, 0.461, 1.897], [-0.144, 0.481, -0.016], [-2.421, -0.300, -1.084], [0.937, 1.389, 0.246]]}

# 3
{"formula": "C6H5Cl2O3S", "method": "wB97M-V/def2-TZVPD", "de_lowest_kcal_mol": 16.5, "charge": -1, "orbital_gap_ev": 8.28, "fmax_ev_per_a": 4.73, "e_lumo_ev": 3.35, "elements": ["C", "C", "S", "H", "H", "O", "Cl", "C", "H", "C", "H", "O", "Cl", "C", "C", "O", "H"], "positions_angstrom": [[1.105, 0.466, -1.669], [1.249, 1.439, -0.610], [-1.771, 0.139, 1.227], [-1.106, -1.596, -0.583], [0.540, -1.380, -2.437], [-1.749, 0.604, 2.602], [0.545, -1.297, 2.303], [-0.100, -0.565, 0.901], [1.477, 0.780, -2.637], [-0.053, -1.380, -0.353], [0.445, -2.344, -0.171], [-2.652, -0.997, 0.989], [0.830, 2.105, 2.002], [0.860, 1.185, 0.625], [0.562, -0.745, -1.557], [-1.878, 1.190, 0.227], [1.699, 2.397, -0.860]]}